[1]
Below is the ion C3H9N2S with charge +1 at a distorted geometry, with properties calculated with ωB97M-V with the def2-TZVPD basis set.

Highest occupied orbital energy   -13.7 eV
HOMO-LUMO gap   10.332 eV
Energy relative to the best compared isomer or geometry (same formula, charge and spin)   32.7 kcal/mol
SMILES   [NH3+][C@@H]1CNCS1
Total charge   +1
E_tot   -17064.748 eV

XYZ file:
```
15
Properties=species:S:1:pos:R:3:lowdin_charge:R:1
N -0.200 -1.737 -0.638 0.207
C 0.406 -0.923 0.608 -0.562
C -0.506 0.228 0.879 -0.181
N -0.201 1.013 -0.347 -0.136
C 1.235 1.303 -0.273 -0.467
S 1.942 -0.277 0.138 0.997
H 0.306 -2.468 -1.090 0.153
H -1.084 -2.084 -0.341 0.140
H -0.363 -0.979 -1.248 0.108
H 0.731 -1.656 1.391 0.131
H -1.500 -0.253 0.564 0.152
H -0.359 0.679 1.817 0.123
H -0.666 1.924 -0.490 0.146
H 1.445 1.620 -1.299 0.101
H 1.402 2.079 0.448 0.087
```

---

[2]
Below is the molecule C3H9N3 at a distorted geometry, with properties calculated with ωB97M-V with the def2-TZVPD basis set.

Highest occupied orbital energy   -8.3 eV
HOMO-LUMO gap   9.176 eV
Energy relative to the best compared isomer or geometry (same formula, charge and spin)   72.9 kcal/mol
SMILES   [H]/N=C(/C)CNN
E_tot   -7724.412 eV

XYZ file:
```
15
Properties=species:S:1:pos:R:3:lowdin_charge:R:1
H -2.075 -0.551 -0.040 0.046
N -1.759 0.351 -0.407 0.111
C -0.503 0.499 -0.365 -0.418
C 0.089 1.762 -0.916 -0.078
C 0.556 -0.926 -0.509 -0.131
N 0.462 -1.580 0.733 -0.221
N 0.642 -0.655 1.765 -0.032
H 0.881 2.118 -0.257 0.076
H 0.546 1.571 -1.888 0.079
H -0.682 2.520 -1.042 0.073
H 0.233 -1.565 -1.330 0.108
H 1.549 -0.501 -0.629 0.094
H -0.410 -2.112 0.809 0.104
H 0.514 -1.127 2.655 0.075
H -0.044 0.195 1.419 0.113
```

---

[3]
Below is a structure of composition C3H9N3 at a distorted geometry, with properties calculated with ωB97M-V with the def2-TZVPD basis set.

Highest occupied orbital energy   -8.9 eV
HOMO-LUMO gap   9.790 eV
Energy relative to the best compared isomer or geometry (same formula, charge and spin)   92.3 kcal/mol
E_tot   -7723.572 eV

XYZ file:
```
15
Properties=species:S:1:pos:R:3:lowdin_charge:R:1
C 0.766 2.020 -0.594 -0.188
C -0.593 -0.101 -0.519 -0.176
C -0.557 -1.342 0.371 -0.561
H 1.216 2.025 -1.680 0.101
H -0.253 2.638 -0.479 0.099
H 1.379 2.600 0.053 0.028
H 1.017 0.468 1.181 0.216
H -1.638 0.627 -0.171 0.173
H -0.656 -0.218 -1.714 0.147
H 1.255 -1.089 0.840 0.140
H 0.413 -2.363 1.802 0.074
H -2.015 -2.115 -0.669 0.065
N 0.743 0.604 -0.064 -0.220
N 0.340 -1.445 1.429 0.038
N -1.418 -2.309 0.214 0.066
```

---

[4]
Below is the molecule C3H9N3O at a distorted geometry, with properties calculated with ωB97M-V with the def2-TZVPD basis set.

Highest occupied orbital energy   -9.0 eV
HOMO-LUMO gap   9.870 eV
Energy relative to the best compared isomer or geometry (same formula, charge and spin)   22.8 kcal/mol
SMILES   NCNCC(N)=O
E_tot   -9774.549 eV

XYZ file:
```
16
Properties=species:S:1:pos:R:3:lowdin_charge:R:1
N 1.222 -2.146 0.676 -0.009
C 1.088 -0.733 0.140 -0.351
N 0.163 0.005 0.857 -0.081
C -1.197 0.204 0.319 -0.116
C -1.345 1.402 -0.555 -0.539
N -0.210 2.078 -0.914 0.169
O -2.445 1.688 -0.986 0.044
H 2.024 -2.581 0.258 0.040
H 0.444 -2.733 0.359 0.056
H 2.123 -0.376 0.041 0.108
H 0.871 -0.895 -0.927 0.116
H 0.300 -0.043 1.842 0.112
H -1.452 -0.761 -0.129 0.128
H -1.893 0.237 1.157 0.130
H -0.355 2.674 -1.707 0.106
H 0.663 1.980 -0.430 0.089
```

---

[5]
Below is the molecule C3H9N3O at a distorted geometry, with properties calculated with ωB97M-V with the def2-TZVPD basis set.

Highest occupied orbital energy   -7.9 eV
HOMO-LUMO gap   8.385 eV
Energy relative to the best compared isomer or geometry (same formula, charge and spin)   123.0 kcal/mol
SMILES   NC[C@@H](N)CN=O
E_tot   -9770.207 eV

XYZ file:
```
16
Properties=species:S:1:pos:R:3:lowdin_charge:R:1
N 1.483 -1.235 1.010 -0.015
C 1.143 -0.758 -0.266 -0.202
C -0.159 0.604 -0.190 -0.332
N -0.091 1.213 -1.489 0.032
C -1.347 -0.264 0.204 -0.167
N -1.952 0.979 0.624 -0.100
O -1.688 1.504 1.726 -0.070
H 2.014 -0.590 1.580 0.083
H 1.633 -2.225 1.132 0.077
H 0.728 -1.540 -0.896 0.095
H 1.903 -0.177 -0.789 0.081
H 0.353 1.201 0.562 0.128
H -0.370 2.186 -1.445 0.079
H -0.674 0.729 -2.162 0.078
H -1.880 -0.703 -0.640 0.122
H -1.095 -0.925 1.036 0.112
```

---

[6]
Below is a cluster of 2 separate species, C3H9N3O2 in total at a distorted geometry, with properties calculated with ωB97M-V with the def2-TZVPD basis set.

Highest occupied orbital energy   -8.4 eV
HOMO-LUMO gap   9.025 eV
Energy relative to the best compared isomer or geometry (same formula, charge and spin)   117.4 kcal/mol
E_tot   -11818.970 eV

XYZ file:
```
17
Properties=species:S:1:pos:R:3:lowdin_charge:R:1
C -1.618 -0.061 0.686 -0.033
C -0.413 -0.558 -0.061 -0.485
N 0.270 1.749 -0.480 0.032
N -0.544 -1.717 -0.771 0.136
N 0.494 0.342 -0.698 -0.081
H 0.627 2.196 -1.320 0.098
H -0.714 2.002 -0.467 0.079
H 0.308 -2.029 -1.229 0.106
H -1.342 -2.316 -0.612 0.107
H -2.334 0.368 -0.021 0.088
H -1.336 0.704 1.406 0.084
H -2.108 -0.889 1.195 0.086
C 1.713 -0.208 0.145 -0.610
O 2.343 0.826 0.775 0.077
O 2.309 -1.181 -0.287 0.045
H 1.730 1.587 0.788 0.082
H 0.616 -0.814 0.952 0.188
```

---

[7]
Below is a structure of composition C3H9N3O2 at a distorted geometry, with properties calculated with ωB97M-V with the def2-TZVPD basis set.

Highest occupied orbital energy   -8.3 eV
HOMO-LUMO gap   9.317 eV
Energy relative to the best compared isomer or geometry (same formula, charge and spin)   210.7 kcal/mol
E_tot   -11814.921 eV

XYZ file:
```
17
Properties=species:S:1:pos:R:3:lowdin_charge:R:1
N -0.873 -2.091 -0.589 0.104
C 0.799 -1.001 0.794 -0.230
O -0.599 -1.042 0.393 -0.232
N 1.528 -1.999 0.553 0.124
H -0.014 -2.078 -1.151 0.083
H -0.816 -2.930 -0.015 0.086
H 2.454 -1.886 0.959 0.069
H 0.961 -0.144 1.445 0.135
N 1.283 1.782 -0.455 -0.019
C -1.035 0.610 -0.410 -0.136
C -1.508 1.480 0.492 -0.044
O 0.575 0.651 -0.943 -0.281
H 0.561 2.466 -0.189 0.052
H 1.703 2.178 -1.297 0.074
H -1.567 0.330 -1.306 0.110
H -2.437 1.993 0.284 0.051
H -1.014 1.679 1.434 0.054
```

---

[8]
Below is a cluster of 2 separate species, C3H9N3O2 in total at a distorted geometry, with properties calculated with ωB97M-V with the def2-TZVPD basis set.

Highest occupied orbital energy   -9.4 eV
HOMO-LUMO gap   9.641 eV
Energy relative to the best compared isomer or geometry (same formula, charge and spin)   110.1 kcal/mol
SMILES   [H]/N=C(\O)CC.NN=O
E_tot   -11819.283 eV

XYZ file:
```
17
Properties=species:S:1:pos:R:3:lowdin_charge:R:1
H -0.838 1.185 -1.585 0.072
N -1.380 0.314 -1.149 0.149
C -0.757 -0.264 -0.264 -0.422
O 0.732 0.048 0.016 -0.099
C -1.235 -1.244 0.750 -0.199
C -0.549 -2.599 0.574 -0.100
H 1.112 0.326 -0.836 0.048
H -1.004 -0.844 1.740 0.116
H -2.316 -1.332 0.639 0.112
H -0.871 -3.284 1.356 0.068
H 0.531 -2.484 0.632 0.067
H -0.805 -3.030 -0.392 0.076
N 1.819 2.814 0.002 0.094
N 0.584 2.672 -0.382 -0.113
O 0.440 2.269 -1.554 -0.119
H 2.590 2.389 -0.518 0.131
H 1.946 3.064 0.971 0.119
```

---

[9]
Below is a cluster of 2 separate species, C3H9N3O2S in total at a distorted geometry, with properties calculated with ωB97M-V with the def2-TZVPD basis set.

Highest occupied orbital energy   -8.9 eV
HOMO-LUMO gap   9.209 eV
Energy relative to the best compared isomer or geometry (same formula, charge and spin)   39.1 kcal/mol
SMILES   NC1(N)NC#S(=O)O1.C
E_tot   -22654.304 eV

XYZ file:
```
18
Properties=species:S:1:pos:R:3:lowdin_charge:R:1
N -2.202 1.499 1.229 0.145
C -1.890 1.008 -0.109 -0.672
N -1.182 2.113 -0.781 0.152
N -1.034 -0.216 0.088 0.011
C -1.616 -1.380 -0.049 -0.128
S -3.425 -1.004 -0.479 0.940
O -4.004 -1.140 0.846 -0.486
O -3.046 0.648 -0.772 -0.282
H -3.161 1.586 1.320 0.063
H -1.601 2.183 1.491 0.040
H -1.556 2.952 -0.523 0.049
H -0.881 1.893 -1.660 0.052
H -0.041 -0.056 0.129 0.120
C 2.278 -2.090 -0.186 -0.063
H 2.736 -3.075 -0.032 0.015
H 2.978 -1.292 0.119 0.019
H 1.333 -2.063 0.384 -0.002
H 2.129 -2.017 -1.286 0.026
```

---

[10]
Below is the molecule C3H9N3O3 at a distorted geometry, with properties calculated with ωB97M-V with the def2-TZVPD basis set.

Highest occupied orbital energy   -9.8 eV
HOMO-LUMO gap   10.425 eV
Energy relative to the best compared isomer or geometry (same formula, charge and spin)   162.0 kcal/mol
SMILES   CN(CCO)N(O)N=O
E_tot   -13864.029 eV

XYZ file:
```
18
Properties=species:S:1:pos:R:3:lowdin_charge:R:1
C 0.981 1.887 -0.115 -0.019
N 0.286 0.614 0.203 -0.160
C -0.978 0.282 -0.409 -0.190
C -1.523 -0.870 0.301 -0.278
O -2.760 -1.248 -0.298 -0.069
N 1.170 -0.371 0.159 -0.270
O 1.551 -0.975 1.369 0.071
N 1.580 -0.845 -0.955 0.058
O 2.493 -1.762 -0.712 -0.136
H 1.757 2.113 0.583 0.082
H 0.262 2.650 0.003 0.064
H 1.348 1.975 -1.159 0.099
H -1.506 1.228 -0.296 0.133
H -0.942 -0.045 -1.475 0.141
H -1.644 -0.517 1.358 0.145
H -0.887 -1.735 0.166 0.122
H -3.375 -0.752 0.320 0.118
H 2.187 -1.630 0.958 0.086
```

---

[11]
Below is a structure of composition C3H9N3OS at a distorted geometry, with properties calculated with ωB97M-V with the def2-TZVPD basis set.

Highest occupied orbital energy   -8.1 eV
HOMO-LUMO gap   8.305 eV
Energy relative to the best compared isomer or geometry (same formula, charge and spin)   157.8 kcal/mol
E_tot   -20603.278 eV

XYZ file:
```
17
Properties=species:S:1:pos:R:3:lowdin_charge:R:1
C -1.618 1.758 -0.302 0.017
C -0.268 -0.263 0.141 -0.505
C -1.398 -1.105 0.534 -0.197
H -2.129 0.911 -0.831 0.078
H -1.407 2.647 -0.907 0.080
H -2.016 1.927 0.676 0.066
H 1.465 1.628 1.298 0.177
H 1.547 2.185 -0.723 0.176
H -0.946 -2.151 0.824 0.141
H -1.982 -0.480 1.518 0.183
H -2.508 -2.211 -0.958 0.204
H 2.043 0.461 -1.112 -0.108
N -0.246 1.104 0.047 -0.274
N 0.785 1.971 0.338 -0.078
N 0.707 -1.098 0.280 -0.357
O -2.615 -1.207 -0.391 -0.214
S 2.364 -0.715 -0.221 0.611
```

---

[12]
Below is the ion C3H9N3P with charge +1 at a distorted geometry, with properties calculated with ωB97M-V with the def2-TZVPD basis set.

Highest occupied orbital energy   -13.7 eV
HOMO-LUMO gap   8.817 eV
Energy relative to the best compared isomer or geometry (same formula, charge and spin)   77.9 kcal/mol
SMILES   [H]/P=N/C(C)=[N+](/C)N
Total charge   +1
E_tot   -17005.533 eV

XYZ file:
```
16
Properties=species:S:1:pos:R:3:lowdin_charge:R:1
H -3.988 -0.941 0.006 -0.089
P -3.021 0.140 -0.102 0.868
N -1.805 -0.762 -0.377 -0.346
C -0.280 0.146 -0.309 -0.186
C -0.434 1.549 -0.722 -0.058
N 0.679 -0.481 0.269 -0.157
C 2.090 0.131 0.254 0.084
N 0.560 -1.815 0.488 0.120
H -0.941 2.079 0.060 0.081
H -1.036 1.647 -1.618 0.093
H 0.523 1.954 -0.871 0.072
H 2.570 -0.681 0.822 0.103
H 2.631 0.257 -0.671 0.114
H 1.982 0.925 0.933 0.088
H 0.867 -2.105 1.452 0.157
H -0.397 -2.043 0.385 0.055
```

---

[13]
Below is the molecule C3H9N3S at a distorted geometry, with properties calculated with ωB97M-V with the def2-TZVPD basis set.

Highest occupied orbital energy   -7.8 eV
HOMO-LUMO gap   8.752 eV
Energy relative to the best compared isomer or geometry (same formula, charge and spin)   84.5 kcal/mol
SMILES   CN/C(=N\N)SC
E_tot   -18559.015 eV

XYZ file:
```
16
Properties=species:S:1:pos:R:3:lowdin_charge:R:1
C 2.278 0.282 1.090 -0.140
N 0.930 0.002 1.329 -0.120
C 0.070 -0.125 0.235 -0.681
N 0.105 -1.069 -0.591 -0.084
N 0.804 -2.174 -0.402 0.015
S -1.006 1.300 -0.215 0.778
C -2.271 0.575 -1.293 -0.486
H 2.581 1.067 0.421 0.081
H 2.602 -0.765 0.729 0.088
H 2.979 0.419 1.880 0.072
H 0.462 0.402 2.153 0.128
H 0.340 -2.960 -0.543 0.014
H 1.394 -2.048 0.603 0.150
H -2.825 1.630 -1.553 0.066
H -2.000 -0.074 -2.262 0.072
H -2.778 -0.170 -0.533 0.048
```

---

[14]
Below is a cluster of 2 separate species, C3H9N3S2 in total at a distorted geometry, with properties calculated with ωB97M-V with the def2-TZVPD basis set.

Highest occupied orbital energy (spin up / spin down)   -17.3 / -17.3 eV
HOMO-LUMO gap (spin up / spin down)   6.388 / 6.393 eV
Energy relative to the best compared isomer or geometry (same formula, charge and spin)   80.7 kcal/mol
Total charge   +2
E_tot   -29375.951 eV

XYZ file:
```
17
Properties=species:S:1:pos:R:3:lowdin_charge:R:1
C -1.111 1.340 -0.287 -0.231
C 1.581 -0.486 0.298 -0.376
C -1.509 -1.082 0.116 -0.087
N -0.764 0.110 -0.109 -0.096
N -2.335 1.791 -0.103 0.196
N 1.850 -1.190 1.370 0.234
S 3.819 -0.085 -1.375 0.586
S 1.790 -0.072 -1.285 0.784
H -0.180 2.103 -0.479 0.194
H -1.138 -1.820 -0.517 0.062
H -1.276 -1.492 1.181 0.126
H -2.614 -0.977 0.093 0.112
H -2.529 2.772 -0.198 0.138
H -3.083 1.183 0.110 0.114
H 1.363 -0.882 2.207 0.174
H 2.010 -2.157 1.160 0.166
H 4.126 0.943 -2.182 -0.096
```

---

[15]
Below is the ion C3H9N4 with charge +1 at a distorted geometry, with properties calculated with ωB97M-V with the def2-TZVPD basis set.

Highest occupied orbital energy   -14.1 eV
HOMO-LUMO gap   10.786 eV
Energy relative to the best compared isomer or geometry (same formula, charge and spin)   68.5 kcal/mol
SMILES   CN1C[NH2+]N=C1N
Total charge   +1
E_tot   -9208.652 eV

XYZ file:
```
16
Properties=species:S:1:pos:R:3:lowdin_charge:R:1
C -0.034 -1.340 -1.066 -0.055
N -0.469 -0.041 -0.534 -0.108
C -1.240 -0.265 0.604 -0.071
N -0.516 0.725 1.689 0.070
N 0.681 1.068 1.135 0.079
C 0.759 0.820 -0.102 -0.331
N 1.614 1.062 -1.095 0.199
H -0.845 -1.758 -1.625 0.091
H 0.849 -1.244 -1.711 0.078
H 0.220 -2.063 -0.205 0.124
H -2.239 0.090 0.475 0.129
H -1.073 -1.275 1.029 0.133
H -1.127 1.575 1.678 0.192
H -0.390 0.466 2.702 0.209
H 2.142 1.882 -1.119 0.106
H 1.669 0.298 -1.856 0.157
```

---

[16]
Below is the ion C3H9N4 with charge +1 at a distorted geometry, with properties calculated with ωB97M-V with the def2-TZVPD basis set.

Highest occupied orbital energy   -14.4 eV
HOMO-LUMO gap   11.170 eV
Energy relative to the best compared isomer or geometry (same formula, charge and spin)   87.6 kcal/mol
SMILES   C[C@@H]1N[NH2+]N=C1N
Total charge   +1
E_tot   -9207.821 eV

XYZ file:
```
16
Properties=species:S:1:pos:R:3:lowdin_charge:R:1
C -1.368 -0.914 0.043 -0.073
C 0.084 -0.695 -0.085 -0.285
N 0.848 -0.731 1.141 0.085
N 1.894 0.533 1.055 0.101
N 1.447 1.439 0.119 0.058
C 0.513 0.973 -0.621 -0.295
N -0.087 1.686 -1.530 0.165
H -1.796 -1.406 -0.908 0.126
H -1.884 -0.044 0.427 0.092
H -1.522 -1.872 0.621 0.111
H 0.631 -1.328 -0.826 0.146
H 0.163 -0.706 1.882 0.113
H 2.740 0.104 0.701 0.178
H 1.958 0.987 1.930 0.162
H -0.679 1.110 -2.130 0.129
H 0.184 2.678 -1.841 0.186
```